Computed, not measured: C5H8O as an isolated structure at a distorted geometry, with ωB97M-V/def2-TZVPD.

For the HOMO-LUMO gap, the calculation gives 9.7 eV. For the electronic energy, the calculation gives -270.38376 Eh. As for the charge: 0. As for the energy relative to the best compared isomer or geometry (same formula, charge and spin): 457.2 kJ/mol. Its strongest force on any atom is 2.88 eV/A.

Geometry (Å):
C (1.437, -0.210, 0.652)
C (0.745, 0.810, -0.129)
C (-0.827, 0.242, -1.053)
C (-1.216, -0.830, -0.151)
O (-1.222, 0.064, 0.967)
C (-0.674, 1.112, 0.133)
H (1.209, -0.233, 1.719)
H (2.504, -0.314, 0.430)
H (0.846, -1.283, 0.350)
H (1.272, 1.357, -0.905)
H (-0.792, 0.350, -2.129)
H (-0.194, -1.611, 0.019)
H (-2.023, -1.559, -0.217)
H (-1.065, 2.106, 0.314)

natural (NBO) atomic charge list, values in e, 6 entries: C -0.63; C -0.20; C -0.28; C -0.05; O -0.51; C 0.06



Computed, not measured: a 8-piece molecular cluster, C38H84Cl8 overall at a distorted geometry, with ωB97M-V/def2-TZVPD.

For the HOMO-LUMO gap, the calculation gives 10.8 eV. For the electronic energy, the calculation gives -5179.69180 Eh. As for the charge: 0. Its strongest force on any atom is 2.90 eV/A.

Geometry (Å):
Cl (2.049, 4.164, 2.555)
C (1.590, 4.509, 0.848)
Cl (1.393, 6.272, 0.742)
Cl (2.824, 3.901, -0.193)
Cl (0.051, 3.659, 0.447)
Cl (-1.396, 5.394, 7.883)
C (-0.464, 4.293, 6.876)
Cl (1.282, 4.435, 7.310)
Cl (-0.964, 2.659, 7.159)
Cl (-0.591, 4.774, 5.190)
C (-4.938, -1.472, -0.385)
C (-3.555, -1.266, -0.913)
C (-3.461, -1.607, -2.434)
C (-4.451, -0.807, -3.268)
C (-4.339, -0.992, -4.785)
C (-5.542, -0.436, -5.593)
H (-5.242, -2.544, -0.562)
H (-5.751, -0.903, -0.769)
H (-4.792, -1.346, 0.674)
H (-3.100, -0.277, -0.816)
H (-2.794, -1.865, -0.418)
H (-3.652, -2.700, -2.486)
H (-2.376, -1.569, -2.775)
H (-5.399, -1.190, -2.960)
H (-4.471, 0.209, -2.948)
H (-3.468, -0.444, -5.136)
H (-4.197, -2.019, -4.994)
H (-5.195, -0.199, -6.596)
H (-6.365, -1.107, -5.705)
H (-5.917, 0.536, -5.238)
C (-8.862, 3.888, -0.457)
C (-7.930, 4.186, 0.741)
C (-6.428, 4.046, 0.493)
C (-6.101, 2.668, -0.054)
C (-4.655, 2.585, -0.670)
C (-3.588, 3.099, 0.244)
H (-9.047, 2.797, -0.464)
H (-8.485, 4.172, -1.455)
H (-9.862, 4.356, -0.253)
H (-8.128, 5.237, 1.057)
H (-8.245, 3.467, 1.450)
H (-5.896, 4.197, 1.424)
H (-6.048, 4.861, -0.157)
H (-6.101, 1.882, 0.754)
H (-6.897, 2.244, -0.728)
H (-4.393, 1.551, -0.912)
H (-4.728, 3.106, -1.637)
H (-3.575, 2.569, 1.180)
H (-2.668, 2.770, -0.256)
H (-3.484, 4.168, 0.420)
C (0.605, -0.355, -2.882)
C (-0.420, 0.746, -2.575)
C (-0.969, 1.367, -3.843)
C (-2.000, 2.447, -3.569)
C (-2.371, 3.289, -4.812)
C (-3.033, 2.494, -5.925)
H (1.003, -0.809, -1.961)
H (1.478, -0.002, -3.475)
H (0.080, -1.106, -3.488)
H (-1.205, 0.220, -1.963)
H (-0.009, 1.460, -1.886)
H (-1.432, 0.533, -4.351)
H (-0.218, 1.734, -4.492)
H (-2.961, 2.013, -3.143)
H (-1.638, 3.034, -2.745)
H (-3.116, 4.063, -4.545)
H (-1.502, 3.818, -5.239)
H (-3.416, 3.147, -6.697)
H (-2.366, 1.788, -6.403)
H (-3.875, 1.950, -5.539)
C (4.877, -7.717, 2.060)
C (5.611, -6.368, 1.610)
C (7.149, -6.426, 1.398)
C (7.655, -5.102, 0.853)
C (9.176, -5.067, 0.506)
C (9.483, -4.042, -0.553)
H (3.882, -7.388, 2.267)
H (5.370, -8.166, 2.928)
H (4.799, -8.421, 1.249)
H (5.129, -6.036, 0.675)
H (5.466, -5.610, 2.375)
H (7.307, -7.325, 0.789)
H (7.639, -6.712, 2.307)
H (7.027, -4.897, -0.028)
H (7.436, -4.289, 1.555)
H (9.636, -4.867, 1.465)
H (9.319, -6.106, 0.193)
H (8.817, -4.031, -1.384)
H (9.354, -2.993, -0.176)
H (10.516, -4.055, -0.956)
C (4.093, 0.606, -0.822)
C (4.766, 1.061, 0.493)
C (3.890, 0.794, 1.729)
C (4.311, 1.428, 2.982)
C (3.347, 1.206, 4.161)
C (3.731, 2.099, 5.284)
H (3.208, 1.137, -1.040)
H (3.760, -0.420, -0.597)
H (4.778, 0.570, -1.661)
H (5.732, 0.617, 0.510)
H (4.942, 2.165, 0.488)
H (3.798, -0.256, 1.903)
H (2.900, 1.120, 1.419)
H (5.281, 1.034, 3.198)
H (4.516, 2.506, 2.854)
H (2.306, 1.480, 3.848)
H (3.335, 0.138, 4.383)
H (3.652, 3.172, 5.023)
H (3.236, 1.988, 6.219)
H (4.802, 1.913, 5.541)
C (2.204, -3.666, 0.228)
C (1.685, -2.395, 0.881)
C (0.215, -2.338, 1.133)
C (-0.284, -1.513, 2.317)
C (-0.250, 0.019, 2.007)
C (-0.724, 0.843, 3.162)
H (1.839, -3.766, -0.761)
H (1.905, -4.568, 0.758)
H (3.253, -3.655, 0.225)
H (2.169, -2.387, 1.881)
H (2.010, -1.506, 0.387)
H (-0.247, -3.361, 1.226)
H (-0.352, -1.994, 0.263)
H (-1.305, -1.902, 2.615)
H (0.268, -1.715, 3.226)
H (0.825, 0.253, 1.814)
H (-0.831, 0.170, 1.101)
H (-0.853, 1.911, 3.038)
H (-1.733, 0.467, 3.513)
H (-0.108, 0.622, 4.043)

Mulliken atomic charge list, values in e, 6 entries: Cl -0.04; C 0.08; Cl -0.10; Cl -0.08; Cl 0.03; Cl -0.10



Computed, not measured: an isolated ion of composition C6H9O4S and charge -1 at a distorted geometry, with ωB97M-V/def2-TZVPD.

For the HOMO-LUMO gap, the calculation gives 8.0 eV. For the electronic energy, the calculation gives -933.14819 Eh. As for the charge: -1. As for the energy relative to the best compared isomer or geometry (same formula, charge and spin): 152.0 kJ/mol. Its strongest force on any atom is 3.68 eV/A.

Geometry (Å):
C (1.759, -0.854, 0.055)
C (0.508, -0.276, -0.527)
C (0.621, 0.513, -1.754)
C (-0.625, 0.252, 0.383)
C (-0.411, 0.233, 1.898)
C (-1.590, 1.679, -0.006)
O (-2.228, 1.551, -1.062)
O (-1.374, 2.548, 0.800)
S (-0.920, -1.358, -0.302)
O (-0.612, -2.463, 0.602)
O (-1.669, -1.635, -1.494)
H (2.457, -1.260, -0.627)
H (1.427, -1.725, 0.691)
H (2.115, -0.117, 0.649)
H (1.054, 1.481, -1.308)
H (-0.439, 0.578, -2.055)
H (1.272, -0.013, -2.523)
H (-0.129, -0.730, 2.164)
H (-1.336, 0.400, 2.358)
H (0.120, 1.198, 2.060)

natural (NBO) atomic charge list, values in e, 6 entries: C -0.63; C -0.29; C -0.63; C -0.36; C -0.66; C 0.85



Computed, not measured: a 13-piece molecular cluster, C5H39N3O12 overall at a distorted geometry, with ωB97M-V/def2-TZVPD.

For the HOMO-LUMO gap, the calculation gives 8.8 eV. For the electronic energy, the calculation gives -1281.02635 Eh. As for the charge: 0. As for the energy relative to the best compared isomer or geometry (same formula, charge and spin): 180.2 kJ/mol. Its strongest force on any atom is 2.36 eV/A.

Geometry (Å):
N (0.444, 3.235, -2.680)
C (0.174, 1.976, -1.978)
C (0.528, 2.175, -0.452)
N (0.507, 0.800, 0.097)
C (1.181, 1.554, 2.417)
C (1.280, 0.541, 1.307)
C (1.127, -0.915, 1.753)
N (-0.127, -1.145, 2.498)
H (1.421, 3.460, -2.760)
H (-0.068, 3.242, -3.550)
H (-0.863, 1.647, -1.921)
H (0.569, 1.166, -2.606)
H (1.506, 2.621, -0.287)
H (-0.210, 2.861, -0.045)
H (-0.444, 0.475, -0.022)
H (1.914, 1.436, 3.228)
H (0.170, 1.588, 2.846)
H (1.394, 2.545, 2.028)
H (2.347, 0.516, 0.972)
H (1.228, -1.585, 0.904)
H (1.987, -1.147, 2.424)
H (-0.364, -0.299, 3.004)
H (-0.023, -1.928, 3.131)
H (-1.330, -3.447, -3.699)
H (-2.407, -3.197, -2.513)
O (-1.891, -3.869, -3.032)
H (1.238, -3.561, -3.159)
H (2.666, -4.130, -3.213)
O (2.035, -3.609, -3.717)
H (4.260, 1.992, -1.647)
H (3.081, 1.491, -0.884)
O (3.869, 2.068, -0.770)
H (-2.491, 3.516, 1.877)
H (-2.075, 5.100, 1.825)
O (-1.817, 4.210, 2.071)
H (2.299, -0.757, -2.437)
H (1.788, -0.164, -1.056)
O (2.550, -0.213, -1.683)
H (-3.033, -0.321, -0.412)
H (-4.093, 0.740, -0.749)
O (-3.456, 0.503, -0.070)
H (-4.039, 2.023, 2.851)
H (-3.852, 1.720, 1.351)
O (-3.832, 2.443, 2.008)
H (-1.078, -1.885, 1.280)
H (-1.482, -3.519, 1.199)
O (-1.381, -2.689, 0.734)
H (-3.293, -0.291, 4.506)
H (-2.692, 0.131, 3.146)
O (-3.154, 0.463, 3.926)
H (-2.298, -2.150, -0.525)
H (-3.767, -2.608, -0.945)
O (-3.022, -2.071, -1.225)
H (4.965, 1.308, 0.555)
H (5.726, -0.073, 0.383)
O (5.620, 0.706, 0.939)
H (0.522, -3.844, -0.948)
H (-0.451, -4.226, -2.089)
O (0.436, -4.409, -1.719)

natural (NBO) atomic charge list, values in e, 6 entries: N -0.86; C -0.22; C -0.24; N -0.69; C -0.64; C -0.06